Molecular formula: C8H16N2O6
Method: DFT, ωB97M-V/def2-TZVPD

```
! wB97M-V def2-TZVPD RIJCOSX def2/J DEFGRID3
* xyz 0 1
O -2.74 -1.06 -0.67
O 1.67 -1.47 -0.03
O -1.16 -1.19 -2.28
O 2.21 -0.34 -1.82
O 1.27 1.86 -3.11
O 0.73 -1.85 2.55
C -1.59 -0.87 -0.98
C 1.45 -0.49 -0.72
N -0.71 -0.33 0.06
N 0.43 0.35 -0.44
C -1.63 -2.27 3.17
C 1.72 2.61 -0.28
C 0.12 2.29 -2.22
C -0.97 -0.34 1.52
C -0.64 -1.81 2.05
C 0.39 1.85 -0.75
H -2.03 -1.48 -2.60
H 2.71 -1.11 -1.81
H 1.45 0.90 -3.06
H 1.25 -1.76 1.64
H -1.27 -3.26 3.57
H -1.56 -1.61 3.98
H -2.73 -2.21 2.79
H 1.50 3.65 -0.39
H 2.43 2.29 -0.97
H 1.97 2.33 0.77
H -0.81 1.78 -2.46
H -0.03 3.40 -2.27
H -1.92 -0.10 1.74
H -0.34 0.48 1.86
H -0.72 -2.54 1.26
H -0.44 2.31 -0.10
*
```

The energy above the lowest of the compared OMol25 structures with the same formula, charge and spin is 353.8 kJ/mol. As for the largest force on an atom: 4.16 eV Å⁻¹. As for the total energy: -23818.7691 eV. The gap between HOMO and LUMO is 9.96 eV. The calculation puts the LUMO energy at 0.018 hartree. As for the SMILES: C[C@H](O)CN(C(=O)O)N(C(=O)O)[C@@H](C)CO.

---

Molecular formula: C4H12N2O
Method: DFT, ωB97M-V/def2-TZVPD

```
! wB97M-V def2-TZVPD RIJCOSX def2/J DEFGRID3
* xyz 0 1
C 0.73 0.29 0.10
C -1.20 -0.91 -0.81
C 0.98 -0.58 1.32
C -1.41 1.24 0.64
N -0.46 0.32 -0.59
N 1.64 -0.44 -1.32
O 1.33 1.49 0.26
H 1.22 1.98 -0.57
H 1.31 -0.15 -2.24
H 1.75 -1.44 -1.43
H -1.14 -1.65 -0.01
H -0.87 -1.37 -1.74
H -2.25 -0.66 -0.92
H 2.04 -0.81 1.33
H 0.73 -0.03 2.22
H 0.43 -1.51 1.29
H -0.84 2.08 1.03
H -2.22 1.59 0.01
H -1.76 0.57 1.42
*
```

The energy above the lowest of the compared OMol25 structures with the same formula, charge and spin is 355.5 kJ/mol. As for the largest force on an atom: 6.33 eV Å⁻¹. As for the total energy: -9367.5094 eV. The gap between HOMO and LUMO is 9.05 eV. The calculation puts the LUMO energy at 0.035 hartree. As for the SMILES: CN(C)[C@@](C)(N)O.

---

Molecular formula: C19H29IrN8S
Method: DFT, ωB97M-V/def2-TZVPD

```
! wB97M-V def2-TZVPD RIJCOSX def2/J DEFGRID3
* xyz 2 5
Ir 0.24 0.29 0.54
N 1.42 1.60 -0.89
C 2.26 0.90 -1.90
C 1.52 -0.28 -2.50
N 0.99 -1.16 -1.43
C 2.08 -2.03 -0.91
C 2.14 -2.08 0.60
N 2.03 -0.70 1.13
C -0.17 -1.95 -1.89
C -0.86 -2.59 -0.70
N -1.25 -1.55 0.27
H 0.75 2.21 -1.36
H 2.01 2.22 -0.34
H 3.17 0.57 -1.40
H 2.57 1.58 -2.69
H 2.18 -0.83 -3.18
H 0.69 0.07 -3.11
H 3.03 -1.65 -1.28
H 1.97 -3.04 -1.31
H 3.07 -2.54 0.92
H 1.32 -2.65 1.04
H 2.85 -0.16 0.84
H 2.08 -0.72 2.15
H 0.13 -2.72 -2.61
H -0.86 -1.28 -2.39
H -0.21 -3.30 -0.20
H -1.73 -3.16 -1.05
H -1.44 -1.95 1.18
H -2.10 -1.08 -0.04
S -0.24 0.52 2.71
C -1.72 1.48 2.53
N -2.21 1.89 3.69
N -3.36 2.59 3.66
C -4.60 2.15 3.32
C -5.66 3.08 3.40
C -6.93 2.68 3.05
C -7.16 1.36 2.64
C -6.11 0.44 2.60
C -4.83 0.81 2.94
N -2.21 1.80 1.35
N -1.52 1.38 0.29
C -2.08 1.84 -0.92
C -1.58 1.35 -2.12
C -2.06 1.78 -3.34
C -3.08 2.72 -3.38
C -3.61 3.20 -2.19
C -3.13 2.77 -0.96
H -3.30 3.48 4.14
H -5.46 4.09 3.72
H -7.74 3.39 3.09
H -8.16 1.05 2.38
H -6.32 -0.59 2.33
H -4.03 0.10 2.96
H -0.82 0.58 -2.07
H -1.66 1.37 -4.26
H -3.46 3.07 -4.33
H -4.42 3.92 -2.21
H -3.54 3.15 -0.04
*
```

The energy above the lowest of the compared OMol25 structures with the same formula, charge and spin is 0.0 kJ/mol. As for the largest force on an atom: 0.57 eV Å⁻¹. As for the total energy: -45752.6227 eV. The gap between HOMO and LUMO (alpha / beta) is 7.60 / 6.28 eV. The calculation puts the LUMO energy (alpha / beta) at -0.191 / -0.286 hartree. The expectation value of S² is 6.064.

---

Q: The lowest total energy belongs to which entry?
A: C19H29IrN8S